[1]
Entry from the Open Molecules 2025 dataset: a 2-piece molecular cluster, C2H3NO3 overall in a non-equilibrium geometry (ωB97M-V with the def2-TZVPD basis set).

Computed properties:
* molar mass: 89.05 g/mol
* relative energy (zero: lowest compared OMol25 entry of this formula, charge and spin): 167.3 kcal per mole
* Kohn-Sham gap (alpha / beta): 9.06 / 7.42 eV
* E_tot: -9748.8332 eV
* E_HOMO (alpha / beta): -10.0 / -9.2 eV

Structure (ORCA input):
```
! RIJCOSX wB97M-V def2-TZVPD def2/J DEFGRID3
* xyz 0 1
C 1.62 -0.16 0.58
C 0.61 0.55 0.07
N -2.01 -0.30 -0.67
O -2.65 -0.43 -1.62
O -2.09 -0.48 0.47
O -0.10 0.30 -1.01
H 2.15 0.00 1.53
H 1.98 -1.10 0.08
H 0.49 1.60 0.57
*
```



[2]
Entry from the Open Molecules 2025 dataset: a 2-piece molecular cluster, C4H12N2O2 overall (ωB97M-V with the def2-TZVPD basis set).

Computed properties:
* molar mass: 120.15 g/mol
* relative energy (zero: lowest compared OMol25 entry of this formula, charge and spin): 17.4 kcal per mole
* Kohn-Sham gap: 10.28 eV
* E_tot: -11418.4606 eV
* E_HOMO: -9.4 eV

Structure (ORCA input):
```
! RIJCOSX wB97M-V def2-TZVPD def2/J DEFGRID3
* xyz 0 1
C 1.19 -1.80 2.47
C 0.74 -0.91 1.34
O 0.96 -1.20 0.19
O 0.12 0.18 1.74
H 0.72 -2.77 2.35
H 2.26 -1.95 2.38
H 0.94 -1.39 3.43
H -0.06 0.95 1.04
N -1.12 -0.21 -2.81
C -1.28 0.44 -1.51
C -0.12 1.38 -1.29
N -0.27 2.06 0.03
H -0.47 -0.98 -2.71
H -1.99 -0.60 -3.12
H -1.32 -0.27 -0.68
H -2.22 1.00 -1.51
H -0.07 2.09 -2.12
H 0.79 0.80 -1.24
H 0.42 2.80 0.10
H -1.16 2.55 0.06
*
```



[3]
Entry from the Open Molecules 2025 dataset: a single C10H16OSSi molecule in a non-equilibrium geometry (ωB97M-V with the def2-TZVPD basis set).

Computed properties:
* molar mass: 212.39 g/mol
* relative energy (zero: lowest compared OMol25 entry of this formula, charge and spin): 16.9 kcal per mole
* Kohn-Sham gap: 9.17 eV
* E_tot: -31389.3854 eV
* E_HOMO: -8.4 eV

Structure (ORCA input):
```
! RIJCOSX wB97M-V def2-TZVPD def2/J DEFGRID3
* xyz 0 1
C 1.90 -0.72 2.72
C 1.44 0.37 1.76
Si 0.80 -0.24 0.13
C 1.62 -1.73 -0.68
C 0.92 -3.11 -0.60
O 0.71 0.87 -0.99
C -0.54 1.38 -1.48
C -0.46 2.96 -1.52
C -1.62 0.81 -0.68
C -3.00 1.04 -0.80
C -3.78 0.43 0.10
S -2.78 -0.61 1.03
C -1.37 -0.14 0.31
H 2.43 -0.35 3.57
H 1.16 -1.51 2.96
H 2.68 -1.16 2.15
H 2.34 1.04 1.59
H 0.65 1.03 2.09
H 1.84 -1.70 -1.78
H 2.51 -1.82 -0.07
H 0.76 -3.55 0.30
H -0.04 -3.00 -1.18
H 1.60 -3.80 -1.16
H -0.54 1.01 -2.53
H -0.42 3.33 -0.49
H -1.29 3.44 -2.12
H 0.55 3.13 -1.74
H -3.31 1.97 -1.26
H -4.76 0.63 0.36
*
```



[4]
Entry from the Open Molecules 2025 dataset: C35H16Br2F15GeN2ORhS3 as an isolated structure (ωB97M-V with the def2-TZVPD basis set).

Computed properties:
* molar mass: 1197.02 g/mol
* relative energy (zero: lowest compared OMol25 entry of this formula, charge and spin): 15.4 kcal per mole
* Kohn-Sham gap: 6.22 eV
* E_tot: -314456.5876 eV
* E_HOMO: -8.2 eV

Structure (ORCA input):
```
! RIJCOSX wB97M-V def2-TZVPD def2/J DEFGRID3
* xyz 0 1
Rh -0.79 -0.08 -0.38
C -2.21 -2.16 1.91
C -0.83 -2.04 1.37
N -0.27 -0.84 1.43
N 1.11 -0.84 1.62
C 1.75 0.10 1.04
S 1.02 1.20 -0.10
S 3.45 0.38 1.39
C 4.08 -1.33 1.30
C 4.66 -1.68 -0.04
C 3.85 -1.67 -1.18
C 4.39 -1.99 -2.41
C 5.73 -2.33 -2.53
C 6.54 -2.34 -1.40
C 6.00 -2.01 -0.16
C -0.13 -3.12 0.75
C -0.21 -4.46 1.18
C 0.47 -5.44 0.52
C 1.22 -5.10 -0.62
C 1.26 -3.82 -1.10
C 0.55 -2.78 -0.45
O 0.48 -1.61 -1.02
H -2.65 -1.17 2.01
H -2.14 -2.58 2.92
H -2.85 -2.81 1.31
H 3.23 -1.97 1.57
H 4.83 -1.43 2.09
H 2.81 -1.39 -1.10
H 3.76 -1.98 -3.29
H 6.15 -2.58 -3.50
H 7.58 -2.59 -1.48
H 6.63 -2.02 0.72
H -0.78 -4.69 2.08
H 0.45 -6.47 0.87
H 1.77 -5.87 -1.14
H 1.82 -3.57 -2.00
Br -2.88 -1.86 -1.72
C -2.87 -0.28 -2.82
Br -1.08 0.45 -2.92
H -3.48 0.47 -2.33
H -3.20 -0.54 -3.82
F -6.87 2.26 0.87
C -6.13 3.38 0.88
C -4.77 3.33 1.17
C -4.10 4.54 1.20
F -2.80 4.57 1.51
C -4.72 5.75 0.94
F -4.04 6.89 0.97
C -6.07 5.76 0.64
F -6.69 6.90 0.38
C -6.78 4.57 0.61
F -8.08 4.58 0.34
Ge -3.73 1.71 1.56
S -2.28 1.67 -0.07
C -4.93 0.14 1.52
C -5.19 -0.68 2.60
F -4.66 -0.43 3.81
C -5.97 -1.82 2.50
F -6.18 -2.60 3.55
C -6.51 -2.16 1.27
F -7.25 -3.26 1.15
C -6.28 -1.36 0.17
F -6.81 -1.68 -1.01
C -5.50 -0.23 0.32
F -5.33 0.54 -0.77
C -3.05 2.00 3.37
C -3.95 2.36 4.36
F -5.26 2.41 4.07
C -3.56 2.64 5.66
F -4.46 2.98 6.59
C -2.22 2.57 5.98
F -1.82 2.84 7.22
C -1.29 2.22 5.02
F 0.00 2.15 5.34
C -1.72 1.94 3.73
F -0.78 1.60 2.84
*
```



[5]
Entry from the Open Molecules 2025 dataset: C16H23BBr36IO2S as an isolated structure in a non-equilibrium geometry (ωB97M-V with the def2-TZVPD basis set).

Computed properties:
* molar mass: 3293.68 g/mol
* Kohn-Sham gap: 7.73 eV
* E_tot: -2562191.9590 eV
* E_HOMO: -11.5 eV

Structure (ORCA input):
```
! RIJCOSX wB97M-V def2-TZVPD def2/J DEFGRID3
* xyz 1 1
C 4.17 -1.30 4.29
C 3.77 0.21 4.50
C 2.28 0.39 4.93
I 1.82 -0.56 6.80
S 1.12 -0.10 3.54
B 0.03 -1.56 4.08
O 0.50 -2.72 4.66
O -1.29 -1.45 3.82
C -1.93 -0.36 4.54
H 3.40 -1.98 4.69
H 5.12 -1.48 4.81
H 4.24 -1.50 3.21
H 3.85 0.66 3.50
H 4.47 0.75 5.15
H 2.13 1.47 5.07
H 1.91 -0.62 2.56
H 0.41 -3.47 4.05
H -2.60 0.15 3.82
H -2.60 -0.79 5.30
H -1.24 0.37 4.98
C 2.32 2.00 0.04
Br 3.38 3.49 -0.52
Br 2.68 0.40 -0.96
Br 2.49 1.66 1.95
H 1.28 2.26 -0.14
C 6.73 -1.96 0.78
Br 5.15 -1.24 -0.07
Br 7.72 -0.60 1.71
Br 6.30 -3.45 1.93
H 7.37 -2.34 -0.01
C -0.39 -0.42 -3.73
Br -0.75 1.28 -2.88
Br 1.24 -0.37 -4.77
Br -0.38 -1.88 -2.46
H -1.20 -0.61 -4.42
C 2.21 -4.67 1.28
Br 1.00 -3.53 0.28
Br 1.25 -5.76 2.56
Br 3.31 -5.74 0.11
H 2.87 -4.02 1.84
C -2.87 -4.98 2.94
Br -2.90 -3.43 1.78
Br -4.39 -5.00 4.13
Br -2.71 -6.62 1.94
H -1.99 -4.90 3.56
C 3.99 7.10 -1.65
Br 4.64 8.54 -0.54
Br 2.45 7.62 -2.69
Br 5.39 6.37 -2.77
H 3.67 6.31 -0.99
C -1.20 4.16 -0.34
Br -2.78 4.88 -1.18
Br -0.20 5.52 0.59
Br -1.62 2.67 0.82
H -0.57 3.78 -1.13
C -1.07 7.48 -5.29
Br -0.45 5.86 -4.43
Br -3.00 7.53 -5.38
Br -0.35 9.06 -4.45
H -0.71 7.46 -6.30
C 0.45 4.20 -8.38
Br 1.05 2.59 -7.51
Br -1.48 4.29 -8.46
Br 1.20 5.78 -7.55
H 0.81 4.18 -9.40
C -3.49 -3.50 -5.02
Br -3.88 -1.81 -4.18
Br -1.85 -3.43 -6.04
Br -3.47 -4.95 -3.74
H -4.29 -3.71 -5.72
C -6.13 0.92 5.84
Br -5.01 2.38 5.24
Br -5.77 -0.70 4.86
Br -6.00 0.66 7.74
H -7.16 1.20 5.63
C -6.39 -7.62 -4.48
Br -6.44 -6.07 -5.64
Br -7.91 -7.66 -3.29
Br -6.21 -9.26 -5.47
H -5.51 -7.52 -3.86
*
```



[6]
Entry from the Open Molecules 2025 dataset: C7H11NO as an isolated structure in a non-equilibrium geometry (ωB97M-V with the def2-TZVPD basis set).

Computed properties:
* molar mass: 125.17 g/mol
* relative energy (zero: lowest compared OMol25 entry of this formula, charge and spin): 133.0 kcal per mole
* Kohn-Sham gap: 9.39 eV
* E_tot: -10969.5094 eV
* E_HOMO: -8.9 eV

Structure (ORCA input):
```
! RIJCOSX wB97M-V def2-TZVPD def2/J DEFGRID3
* xyz 0 1
C -0.63 -1.49 -1.34
C 0.01 -0.47 -0.40
C 1.55 -1.00 -0.25
C -0.65 -0.04 0.99
C 0.37 0.93 1.64
C 0.14 1.08 -0.71
C -1.27 1.00 -0.09
H -1.82 -1.57 -1.31
H -0.32 -1.49 -2.34
H -0.41 -2.55 -1.09
H 1.75 -1.73 0.77
H -1.25 -1.04 1.35
H -0.28 1.84 2.17
H 1.09 0.46 2.40
H 1.85 1.04 0.37
H 0.44 1.67 -1.57
H -2.05 1.85 0.44
H -2.04 0.45 -0.59
N 0.93 1.53 0.36
O 2.59 -0.47 -0.80
*
```



[7]
Entry from the Open Molecules 2025 dataset: a 3-piece molecular cluster, C31H26NO8P overall in a non-equilibrium geometry (ωB97M-V with the def2-TZVPD basis set).

Computed properties:
* molar mass: 571.52 g/mol
* Kohn-Sham gap: 8.79 eV
* E_tot: -59731.4538 eV
* E_HOMO: -9.9 eV

Structure (ORCA input):
```
! RIJCOSX wB97M-V def2-TZVPD def2/J DEFGRID3
* xyz 0 1
O 0.24 4.00 3.20
C -0.77 3.99 3.88
C -1.78 2.91 3.72
C -1.55 1.89 2.81
C -2.46 0.86 2.67
C -3.61 0.83 3.46
C -3.85 1.85 4.37
C -2.94 2.89 4.50
C -3.23 3.99 5.47
O -4.26 4.00 6.11
C -2.21 5.06 5.64
C -2.44 6.07 6.56
C -1.49 7.06 6.75
C -0.30 7.04 6.02
C -0.08 6.04 5.09
C -1.03 5.05 4.89
H -0.66 1.92 2.20
H -2.27 0.07 1.96
H -4.31 0.02 3.36
H -4.74 1.84 4.98
H -3.36 6.08 7.13
H -1.67 7.84 7.48
H 0.44 7.81 6.18
H 0.84 6.03 4.52
O 2.13 -2.92 -4.25
C 1.13 -2.85 -4.95
C 1.14 -3.34 -6.35
C 2.30 -3.92 -6.86
C 2.32 -4.41 -8.15
C 1.18 -4.34 -8.94
C 0.03 -3.76 -8.45
C 0.00 -3.25 -7.15
C -1.24 -2.61 -6.65
O -2.21 -2.48 -7.36
C -1.26 -2.13 -5.23
C -2.42 -1.57 -4.72
C -2.46 -1.15 -3.41
C -1.34 -1.29 -2.59
C -0.18 -1.84 -3.10
C -0.13 -2.26 -4.42
H 3.18 -3.98 -6.24
H 3.22 -4.87 -8.54
H 1.19 -4.74 -9.95
H -0.86 -3.69 -9.06
H -3.28 -1.46 -5.36
H -3.37 -0.71 -3.01
H -1.37 -0.97 -1.56
H 0.69 -1.95 -2.47
C 1.54 0.26 0.36
O 0.69 -0.89 0.34
C 1.36 -2.13 0.37
C 1.62 -2.67 1.76
N 2.50 -1.89 2.64
P 4.12 -2.09 2.41
O 4.54 -3.45 2.65
O 4.78 -1.02 3.36
O 4.56 -1.60 0.96
H 1.36 0.79 1.29
H 1.35 0.91 -0.48
H 2.58 -0.04 0.38
H 0.71 -2.85 -0.11
H 2.25 -2.10 -0.24
H 1.98 -3.68 1.69
H 0.66 -2.71 2.26
H 2.22 -0.92 2.73
H 5.09 -0.29 2.81
H 5.17 -2.27 0.60
*
```



[8]
Entry from the Open Molecules 2025 dataset: C38H57BrN3OS2SiSn as an isolated structure (ωB97M-V with the def2-TZVPD basis set).

Computed properties:
* molar mass: 862.73 g/mol
* relative energy (zero: lowest compared OMol25 entry of this formula, charge and spin): 0.0 kcal per mole
* Kohn-Sham gap: 5.57 eV
* E_tot: -152248.0801 eV
* E_HOMO: -15.5 eV

Structure (ORCA input):
```
! RIJCOSX wB97M-V def2-TZVPD def2/J DEFGRID3
* xyz 3 1
Sn 0.24 -2.42 -0.24
C 0.39 -5.91 0.53
C -0.27 -6.05 1.71
C 0.46 -6.23 2.93
C -0.21 -6.51 4.09
C -1.61 -6.64 4.06
C -2.35 -6.45 2.89
C -1.70 -6.15 1.72
H -0.13 -5.87 -0.42
H 1.48 -5.93 0.49
H 1.54 -6.17 2.91
H 0.32 -6.68 5.02
H -2.12 -6.91 4.97
H -3.43 -6.58 2.91
H -2.24 -6.02 0.79
C -4.99 -0.49 -0.17
N -4.46 -0.86 1.14
C -5.00 -0.48 2.35
C -4.23 -1.01 3.33
N -3.23 -1.71 2.68
C -3.38 -1.62 1.35
S -2.44 -2.36 0.11
H -5.97 -0.04 -0.03
H -5.07 -1.38 -0.79
H -4.32 0.23 -0.65
H -5.88 0.13 2.41
H -4.32 -0.97 4.39
H -2.51 -2.27 3.12
C -0.60 1.25 -4.50
C 0.49 2.28 -4.15
C 1.82 1.74 -4.72
C 0.15 3.63 -4.83
Si 0.62 2.71 -2.31
Br 0.50 -0.08 -1.34
C 2.32 3.11 -1.58
C 2.26 3.42 -0.08
C 2.76 4.40 -2.34
C 3.38 2.02 -1.78
C -0.92 3.29 -1.39
C -0.85 4.84 -1.46
C -2.22 2.83 -2.07
C -1.00 2.86 0.08
H -0.49 1.01 -5.56
H -1.61 1.64 -4.36
H -0.50 0.33 -3.93
H 1.67 1.56 -5.79
H 2.11 0.80 -4.26
H 2.64 2.45 -4.63
H 0.06 3.46 -5.90
H 0.93 4.38 -4.69
H -0.79 4.05 -4.49
H 1.61 4.26 0.16
H 3.27 3.69 0.25
H 1.94 2.55 0.49
H 2.07 5.23 -2.20
H 2.89 4.24 -3.41
H 3.73 4.71 -1.94
H 3.08 1.07 -1.35
H 4.29 2.35 -1.27
H 3.65 1.86 -2.82
H -0.89 5.22 -2.48
H 0.05 5.25 -0.98
H -1.71 5.25 -0.92
H -2.32 3.20 -3.09
H -3.06 3.24 -1.50
H -2.31 1.75 -2.08
H -0.24 3.32 0.71
H -0.94 1.78 0.20
H -1.97 3.18 0.47
N 1.04 -1.47 1.62
S 1.66 0.01 1.82
C 0.66 0.90 3.00
C 1.19 2.04 3.60
C 0.39 2.76 4.47
C -0.91 2.36 4.72
C -1.43 1.23 4.10
C -0.64 0.50 3.22
C 3.19 -0.16 2.69
C 3.24 -0.58 4.02
C 4.47 -0.74 4.62
C 5.64 -0.47 3.91
C 5.58 -0.06 2.59
C 4.35 0.10 1.97
H 1.11 -2.03 2.47
H 2.21 2.35 3.41
H 0.79 3.64 4.95
H -1.53 2.93 5.40
H -2.45 0.94 4.28
H -1.02 -0.37 2.71
H 2.33 -0.76 4.57
H 4.53 -1.06 5.65
H 6.60 -0.58 4.39
H 6.49 0.15 2.04
H 4.28 0.43 0.94
C -2.36 -2.41 -3.86
C -0.96 -2.94 -3.79
C -0.25 -3.36 -5.03
O -0.39 -3.00 -2.71
H -2.84 -2.60 -4.81
H -2.31 -1.32 -3.70
H -2.95 -2.82 -3.04
H -0.91 -3.42 -5.90
H 0.24 -4.32 -4.87
H 0.54 -2.63 -5.24
*
```